The following is a quantum chemistry calculation of a structure of composition C30H48N12O16P, from OMol25.

Geometry (Å):
P: 0.057 -0.164 0.158
O: 1.236 0.004 -0.709
O: -0.890 1.048 -0.319
O: 0.436 0.032 1.576
O: -0.455 -1.492 0.032
N: -2.165 1.177 -3.165
C: -3.516 1.612 -3.197
C: -3.944 1.734 -4.758
C: -2.767 1.284 -5.540
C: -1.650 0.974 -4.433
H: -1.517 1.140 -2.190
H: -4.136 1.758 -2.413
H: -4.911 2.089 -5.036
H: -2.643 1.218 -6.520
H: -0.467 0.699 -4.555
N: 0.951 0.516 3.907
C: 0.480 1.780 4.185
C: 0.497 1.811 5.661
C: 1.087 0.543 6.159
C: 1.372 -0.359 4.841
H: 0.732 0.263 2.801
H: 0.016 2.386 3.555
H: 0.085 2.693 6.206
H: 1.075 0.185 7.198
H: 1.556 -1.408 4.565
N: 3.596 -0.248 -1.082
C: 4.505 0.532 -0.474
C: 5.884 0.125 -0.996
C: 5.560 -1.077 -1.905
C: 4.065 -1.081 -1.987
H: 2.399 -0.110 -0.988
H: 4.349 1.421 0.096
H: 6.799 0.515 -0.988
H: 6.319 -1.694 -2.508
H: 3.458 -1.604 -2.716
N: 1.457 1.771 -3.256
C: 0.896 2.990 -3.252
C: 1.390 3.689 -4.629
C: 2.050 2.533 -5.466
C: 1.968 1.429 -4.542
H: 1.352 1.203 -2.317
H: 0.184 3.248 -2.690
H: 0.986 4.607 -5.012
H: 2.378 2.414 -6.510
H: 2.324 0.259 -4.457
N: -0.460 -3.949 -0.320
C: -1.649 -4.560 -0.417
C: -1.255 -6.134 -0.705
C: 0.339 -6.099 -0.685
C: 0.681 -4.630 -0.394
H: -0.426 -2.876 -0.185
H: -2.519 -4.141 -0.427
H: -2.044 -6.991 -0.893
H: 0.893 -6.934 -0.712
H: 1.728 -4.307 -0.366
N: -1.739 3.106 0.547
C: -1.252 4.420 0.467
C: -2.364 5.471 0.660
C: -3.538 4.640 1.038
C: -3.112 3.160 0.932
H: -1.349 2.103 0.227
H: -0.298 4.564 0.366
H: -2.335 6.622 0.720
H: -4.417 5.091 1.500
H: -3.746 2.345 1.036
C: 2.690 -1.881 1.713
N: 4.126 -2.394 1.947
O: 4.666 -2.007 3.027
O: 4.599 -3.231 1.154
H: 2.636 -1.053 2.401
H: 1.820 -2.693 1.835
H: 2.668 -1.464 0.563
C: 0.336 -1.973 -3.811
N: 0.986 -1.956 -5.114
O: 0.761 -1.084 -5.962
O: 1.756 -2.920 -5.365
H: -0.091 -2.903 -3.776
H: -0.682 -1.332 -3.455
H: 1.045 -1.749 -2.938
C: -2.497 0.393 3.794
N: -4.027 0.539 3.762
O: -4.554 1.576 4.084
O: -4.660 -0.473 3.347
H: -2.225 0.386 2.704
H: -2.311 -0.426 4.348
H: -1.750 1.243 4.246
C: -0.961 -2.767 2.885
N: -1.176 -3.536 4.154
O: -2.134 -4.307 4.228
O: -0.262 -3.374 4.935
H: -1.899 -2.312 2.778
H: -0.579 -3.292 2.100
H: -0.308 -1.748 2.885
C: 2.028 2.582 1.186
N: 2.918 3.458 2.132
O: 4.068 3.393 1.924
O: 2.371 4.325 2.813
H: 1.081 2.626 1.428
H: 2.578 1.457 1.208
H: 2.367 2.967 0.308
C: -3.539 -1.060 0.316
N: -5.008 -1.011 0.168
O: -5.561 -2.055 0.348
O: -5.546 -0.047 -0.259
H: -3.026 -2.089 0.367
H: -3.379 -0.839 1.293
H: -2.953 -0.309 -0.377

Results
Highest occupied orbital energy = -1.113 eV
Gap between HOMO and LUMO = 6.62 eV
Electronic energy = -91787.9371 eV
Relative energy (zero: lowest compared OMol25 entry of this formula, charge and spin) = 94.1 kcal/mol
Total charge = -3


The following is a quantum chemistry calculation of a structure of composition C30H48N3P2SSn, from OMol25.

Geometry (Å):
Sn: 0.618 -0.089 1.738
C: 5.224 1.096 0.103
C: 4.083 0.542 0.954
C: 3.794 1.466 2.139
P: 2.544 0.292 -0.030
C: 2.986 -0.763 -1.468
C: 3.805 -1.989 -1.064
C: 1.707 -1.151 -2.210
C: 2.057 1.900 -0.646
C: 2.661 2.475 -1.771
C: 2.273 3.702 -2.270
C: 2.938 4.322 -3.469
C: 1.238 4.355 -1.595
C: 0.625 3.817 -0.485
C: 1.011 2.564 0.031
N: 0.390 1.975 1.124
C: -0.888 2.465 1.498
C: -1.055 3.666 2.182
C: -2.322 4.140 2.476
C: -3.468 3.432 2.113
C: -4.845 3.956 2.415
C: -3.296 2.209 1.478
C: -2.028 1.711 1.185
P: -1.778 0.064 0.467
C: -2.317 0.265 -1.288
C: -1.480 1.351 -1.961
C: -2.294 -1.039 -2.081
C: -3.026 -1.025 1.291
C: -3.081 -0.783 2.802
C: -2.681 -2.497 1.049
H: 6.124 1.184 0.714
H: 4.976 2.091 -0.268
H: 5.463 0.459 -0.749
H: 4.350 -0.450 1.331
H: 3.419 2.434 1.800
H: 4.714 1.638 2.699
H: 3.066 1.041 2.834
H: 3.596 -0.136 -2.123
H: 3.244 -2.633 -0.388
H: 4.750 -1.720 -0.593
H: 4.041 -2.565 -1.961
H: 1.040 -1.698 -1.539
H: 1.949 -1.788 -3.063
H: 1.175 -0.277 -2.586
H: 3.459 1.943 -2.277
H: 3.622 3.621 -3.946
H: 3.510 5.208 -3.189
H: 2.202 4.631 -4.212
H: 0.899 5.320 -1.956
H: -0.177 4.367 -0.016
H: -0.177 4.232 2.466
H: -2.427 5.082 3.000
H: -4.797 4.890 2.973
H: -5.419 3.241 3.004
H: -5.401 4.145 1.495
H: -4.176 1.626 1.221
H: -3.351 0.623 -1.211
H: -0.419 1.094 -1.972
H: -1.579 2.311 -1.456
H: -1.809 1.475 -2.995
H: -1.314 -1.519 -2.027
H: -2.505 -0.825 -3.131
H: -3.046 -1.747 -1.735
H: -3.999 -0.794 0.844
H: -2.105 -0.970 3.257
H: -3.788 -1.483 3.250
H: -3.388 0.226 3.065
H: -1.751 -2.739 1.568
H: -2.550 -2.749 -0.002
H: -3.474 -3.128 1.458
C: -0.973 -5.588 2.080
N: -0.713 -5.290 0.690
C: -1.549 -5.834 -0.376
C: -0.815 -5.356 -1.628
N: -0.120 -4.179 -1.105
C: 0.047 -4.284 0.242
S: 1.046 -3.300 1.163
H: -1.050 -6.667 2.208
H: -1.906 -5.123 2.413
H: -0.151 -5.208 2.680
H: -2.559 -5.415 -0.310
H: -1.614 -6.918 -0.308
H: -1.490 -5.097 -2.440
H: -0.103 -6.107 -1.977
H: 0.608 -3.722 -1.628

Results
Highest occupied orbital energy = -9.843 eV
Gap between HOMO and LUMO = 7.73 eV
Electronic energy = -71601.1569 eV
Total charge = +1


The following is a quantum chemistry calculation of a structure of composition C30H48P2Yb, from OMol25.

Geometry (Å):
Yb: -0.143 -0.426 1.972
C: -0.558 -2.597 3.013
C: 0.789 -2.669 2.544
C: 0.734 -1.182 4.301
C: -0.592 -1.658 4.088
C: 1.580 -1.786 3.331
C: -1.738 -3.295 2.454
H: -1.498 -3.778 1.497
H: -2.582 -2.601 2.287
H: -2.092 -4.076 3.150
C: -1.769 -1.284 4.901
H: -2.660 -1.834 4.579
H: -1.998 -0.209 4.825
H: -1.603 -1.499 5.970
C: 1.162 -0.296 5.410
H: 0.997 -0.783 6.387
H: 0.603 0.651 5.419
H: 2.231 -0.062 5.328
C: 3.042 -1.569 3.221
H: 3.597 -2.128 3.994
H: 3.292 -0.507 3.353
H: 3.423 -1.894 2.246
C: 1.280 -3.468 1.398
H: 1.734 -4.419 1.726
H: 2.057 -2.931 0.830
H: 0.471 -3.722 0.698
C: -1.764 0.401 -4.633
C: -1.717 -0.929 -4.789
C: -0.838 -1.669 -5.758
C: 0.540 -1.021 -6.070
C: 1.281 -0.483 -4.882
C: 1.256 0.784 -4.451
C: 0.330 1.869 -4.929
C: -1.036 1.396 -5.489
H: -1.389 -1.788 -6.711
H: 0.421 -0.254 -6.848
H: -0.655 -2.692 -5.381
H: -0.906 1.019 -6.512
H: -2.475 0.846 -3.929
H: -2.464 -1.554 -4.284
H: -1.680 2.290 -5.557
H: 0.135 2.574 -4.099
H: 2.031 1.120 -3.753
H: 0.848 2.453 -5.710
H: 1.169 -1.820 -6.502
H: 1.961 -1.207 -4.417
P: -0.867 -0.454 -0.738
P: 1.923 0.870 0.374
C: -0.035 0.875 -1.702
C: 1.042 1.724 -1.014
H: -0.825 1.513 -2.118
H: 0.391 0.329 -2.550
H: 1.803 2.028 -1.747
H: 0.600 2.649 -0.615
C: 2.587 2.288 1.313
H: 3.284 1.918 2.078
H: 1.770 2.810 1.829
H: 3.109 2.985 0.643
C: 3.420 0.196 -0.420
H: 3.877 0.924 -1.102
H: 3.162 -0.713 -0.980
H: 4.147 -0.088 0.353
C: -2.618 0.044 -0.709
H: -3.192 -0.742 -0.192
H: -2.970 0.164 -1.744
H: -2.738 0.982 -0.146
C: -0.833 -1.931 -1.792
H: 0.163 -2.395 -1.766
H: -1.080 -1.683 -2.829
H: -1.564 -2.660 -1.414
C: -2.288 4.393 3.236
C: -1.833 3.558 4.260
C: -1.209 2.320 3.951
C: -1.044 1.966 2.633
C: -1.468 2.771 1.599
C: -2.111 4.005 1.906
H: -2.784 5.343 3.470
H: -1.962 3.860 5.301
H: -0.874 1.689 4.774
H: -1.324 2.507 0.548
H: -2.464 4.645 1.090

Results
2S+1 = 2
Highest occupied orbital energy (alpha / beta) = -10.522 / -10.529 eV
Expectation value of S² = 0.75
Gap between HOMO and LUMO (alpha / beta) = 7.86 / 7.76 eV
Electronic energy = -81989.5964 eV
Relative energy (zero: lowest compared OMol25 entry of this formula, charge and spin) = 0.0 kcal/mol
Total charge = +1


The following is a quantum chemistry calculation of a structure of composition C30H49BBrF2O2P2Ru, from OMol25.

Geometry (Å):
Ru: 0.522 -0.181 0.203
C: -0.196 -1.447 -1.801
C: -0.902 -2.092 -0.753
C: 0.098 -2.676 0.116
C: 1.349 -2.376 -0.460
C: 1.173 -1.645 -1.665
C: 2.208 -1.267 -2.718
C: 2.173 0.237 -3.015
C: 1.880 -2.010 -4.020
C: 3.602 -1.689 -2.257
C: -0.002 -3.441 1.466
C: -0.959 -4.641 1.413
C: -0.418 -2.534 2.633
C: 1.376 -4.003 1.834
C: -2.430 -2.291 -0.842
C: -3.180 -2.040 0.468
C: -2.727 -3.710 -1.353
C: -3.019 -1.321 -1.877
H: -0.654 -0.956 -2.649
H: 2.292 -2.761 -0.104
H: 1.207 0.525 -3.440
H: 2.958 0.506 -3.735
H: 2.307 0.816 -2.113
H: 0.896 -1.720 -4.399
H: 1.877 -3.093 -3.861
H: 2.624 -1.778 -4.792
H: 3.853 -1.255 -1.293
H: 4.357 -1.369 -2.984
H: 3.669 -2.777 -2.157
H: -1.999 -4.359 1.280
H: -0.891 -5.196 2.355
H: -0.682 -5.324 0.601
H: -1.364 -2.026 2.445
H: 0.339 -1.773 2.783
H: -0.513 -3.127 3.557
H: 1.759 -4.674 1.058
H: 1.294 -4.575 2.765
H: 2.107 -3.206 1.998
H: -2.949 -2.771 1.242
H: -4.263 -2.083 0.289
H: -2.932 -1.058 0.850
H: -2.384 -4.480 -0.668
H: -2.231 -3.871 -2.315
H: -3.809 -3.840 -1.500
H: -2.763 -0.282 -1.644
H: -4.110 -1.409 -1.869
H: -2.679 -1.547 -2.889
C: 3.921 1.230 -0.446
P: 2.677 0.471 0.654
C: 3.645 -0.819 1.496
C: 2.719 1.747 1.951
C: 1.702 1.381 3.000
P: 0.138 1.121 2.136
C: -0.261 2.881 1.803
C: -0.931 0.757 3.564
H: 4.789 1.524 0.150
H: 3.493 2.113 -0.923
H: 4.242 0.551 -1.230
H: 4.578 -0.401 1.886
H: 3.878 -1.632 0.808
H: 3.057 -1.233 2.315
H: 2.482 2.704 1.477
H: 3.728 1.836 2.363
H: 1.618 2.150 3.773
H: 1.968 0.444 3.500
H: 0.047 3.504 2.647
H: -1.333 3.001 1.656
H: 0.247 3.215 0.904
H: -0.764 1.498 4.351
H: -0.703 -0.237 3.949
H: -1.979 0.782 3.263
Br: -8.550 1.837 2.778
C: -6.848 1.751 1.985
C: -5.884 0.915 2.524
C: -4.630 0.853 1.932
C: -4.330 1.626 0.812
C: -5.319 2.456 0.285
C: -6.577 2.519 0.866
C: -2.983 1.533 0.218
O: -2.879 2.340 -0.882
O: -2.071 0.863 0.637
H: -6.110 0.315 3.394
H: -3.878 0.185 2.330
H: -5.100 3.058 -0.587
H: -7.341 3.163 0.453
F: -2.057 3.470 -2.728
B: -1.806 2.673 -1.698
F: -0.566 2.306 -1.521

Results
2S+1 = 2
Highest occupied orbital energy (alpha / beta) = -5.886 / -6.193 eV
Expectation value of S² = 0.76
Gap between HOMO and LUMO (alpha / beta) = 5.44 / 5.74 eV
Electronic energy = -133318.9794 eV
Relative energy (zero: lowest compared OMol25 entry of this formula, charge and spin) = 24.7 kcal/mol
Total charge = 0


The following is a quantum chemistry calculation of a structure of composition C30H49BCl3N7O3Pb, from OMol25.

Geometry (Å):
Pb: -0.030 -0.719 0.241
C: 0.138 4.631 -2.810
C: 0.024 3.847 -1.498
C: 0.022 4.430 -0.224
C: -0.032 3.310 0.696
N: -0.131 2.171 0.027
N: -0.038 2.498 -1.348
B: -0.054 1.512 -2.511
N: 1.291 0.688 -2.520
N: 1.810 -0.017 -1.431
C: 2.914 -0.645 -1.889
C: 3.106 -0.299 -3.249
C: 2.075 0.575 -3.608
C: 1.990 1.391 -4.856
C: 3.882 -1.456 -1.046
C: 5.260 -0.737 -1.238
C: 3.942 -2.886 -1.659
C: 3.503 -1.560 0.448
N: -1.303 0.619 -2.514
N: -1.757 -0.069 -1.412
C: -2.925 -0.626 -1.794
C: -3.184 -0.320 -3.157
C: -2.146 0.508 -3.574
C: -2.021 1.304 -4.840
C: -3.798 -1.457 -0.886
C: -3.359 -2.943 -0.993
C: -5.209 -1.294 -1.481
C: -3.745 -0.945 0.572
C: -0.034 3.352 2.210
C: -1.391 3.893 2.654
C: 1.116 4.348 2.521
C: 0.260 1.955 2.759
H: -0.040 5.684 -2.568
H: -0.632 4.351 -3.534
H: 1.107 4.515 -3.292
H: 0.048 5.471 0.068
H: -0.010 2.110 -3.554
H: 3.922 -0.597 -3.883
H: 2.790 1.033 -5.537
H: 2.150 2.455 -4.664
H: 1.023 1.309 -5.340
H: 5.513 -0.722 -2.308
H: 6.033 -1.326 -0.709
H: 5.219 0.270 -0.834
H: 4.343 -2.835 -2.677
H: 2.935 -3.307 -1.701
H: 4.570 -3.490 -1.009
H: 3.208 -0.584 0.829
H: 4.348 -1.904 1.056
H: 2.668 -2.255 0.613
H: -4.047 -0.617 -3.742
H: -3.019 1.294 -5.301
H: -1.295 0.819 -5.529
H: -1.719 2.327 -4.661
H: -3.230 -3.241 -2.045
H: -4.114 -3.551 -0.505
H: -2.384 -3.104 -0.498
H: -5.287 -1.818 -2.434
H: -5.422 -0.238 -1.698
H: -6.005 -1.650 -0.841
H: -2.798 -1.180 1.037
H: -4.515 -1.441 1.153
H: -3.911 0.125 0.627
H: -1.578 4.924 2.305
H: -1.478 3.875 3.759
H: -2.225 3.295 2.269
H: 0.834 5.397 2.353
H: 2.002 4.114 1.950
H: 1.391 4.285 3.559
H: -0.551 1.265 2.492
H: 0.351 2.005 3.838
H: 1.185 1.580 2.290
Cl: 0.059 -6.881 -0.653
C: 0.197 -5.330 0.216
Cl: 1.695 -5.427 1.208
Cl: -1.186 -5.238 1.367
C: 0.287 -4.082 -0.734
O: 0.654 -4.377 -1.881
O: -0.081 -2.959 -0.150
C: -0.123 -0.935 6.559
N: 0.247 -1.210 5.182
C: 1.684 -1.518 4.920
C: -0.666 -1.349 4.139
C: -2.117 -1.413 4.564
O: -0.292 -1.447 2.952
H: 0.786 -0.627 7.079
H: -0.566 -1.794 7.085
H: -0.826 -0.079 6.630
H: 2.007 -2.435 5.460
H: 2.263 -0.694 5.320
H: 1.840 -1.590 3.840
H: -2.347 -2.285 5.181
H: -2.689 -1.511 3.637
H: -2.383 -0.525 5.154

Results
Highest occupied orbital energy = -8.364 eV
Gap between HOMO and LUMO = 8.73 eV
Electronic energy = -91973.9105 eV
Total charge = 0